1.
This record from OMol25 describes 2 unconnected molecules or ions with the total composition C3H5N4O2 at a distorted geometry. The level of theory is the ωB97M-V functional and the def2-TZVPD basis.

Summary:
- E (Ha) = -486.44471
- HOMO-LUMO gap (eV) = 8.5593
- spin multiplicity = 1
- net charge = +1

Each line ends with the Löwdin charge.
CARTESIAN COORDINATES (ANGSTROEM)
C -1.53 0.34 0.53  -0.463
C 2.55 0.63 -0.80  0.154
C -0.41 -1.81 0.11  -0.008
N 0.19 1.66 -0.12  0.057
N 0.62 0.46 -0.07  0.032
N -1.04 1.64 0.31  0.150
N -0.40 -0.44 0.34  -0.045
O -2.61 -0.07 0.77  0.158
O 3.33 -0.18 -0.68  0.309
H 2.28 1.62 -0.88  0.111
H -0.10 -2.03 -0.92  0.116
H 0.11 -2.36 0.94  0.126
H -1.50 -2.01 0.28  0.119
H -1.48 2.54 0.20  0.184



2.
This record from OMol25 describes a gas-phase ion, C3H5N4S (charge -1) at a distorted geometry. The level of theory is the ωB97M-V functional and the def2-TZVPD basis.

Summary:
- E (Ha) = -734.49399
- SMILES string = CCc1nnnn1[S-]
- HOMO-LUMO gap (spin up / spin down) (eV) = 6.8246 / 6.8252
- spin multiplicity = 1
- net charge = -1

Each line ends with the Löwdin charge.
CARTESIAN COORDINATES (ANGSTROEM)
C -1.67 0.47 0.13  -0.141
C -0.73 -0.63 -0.32  -0.290
C 0.69 -0.25 -0.61  -0.308
N 1.46 0.27 -1.54  -0.024
N 2.57 0.79 -0.95  -0.132
N 2.56 0.63 0.36  -0.079
N 1.53 -0.11 0.68  -0.713
S 1.25 -0.97 1.98  0.342
H -2.50 -0.09 0.79  0.109
H -2.10 1.18 -0.67  0.086
H -1.17 1.10 0.82  0.035
H -1.19 -1.12 -1.21  0.106
H -0.70 -1.28 0.54  0.009



Molar mass (g mol⁻¹)
129.10; 129.17